146
Properties=species:S:1:pos:R:3:forces:R:3:mulliken_charge:R:1 method="wB97M-V/def2-TZVPD" relative_energy_ev=7.751 max_force_ev_per_a=4.60 e_homo_ev=-8.923 multiplicity=1 orbital_gap_ev=8.828 total_charge=0
C -5.638 3.153 -1.369 -0.8 0.8 -0.5 -0.917
S -4.340 3.496 -0.119 0.0 -1.4 -1.7 0.489
O -3.990 2.084 0.269 0.3 0.7 0.5 -0.441
C -3.073 3.930 -1.358 1.0 -0.4 -0.5 -0.454
H -5.963 2.114 -1.316 0.3 0.1 0.4 0.177
H -5.333 3.353 -2.396 0.4 -0.1 0.1 0.305
H -6.515 3.784 -1.229 0.0 0.0 0.3 0.410
H -2.105 4.188 -0.927 -0.3 0.4 0.6 -0.062
H -3.339 4.621 -2.157 -0.4 0.4 0.5 0.568
H -2.794 3.014 -1.879 -0.5 -0.5 0.1 0.035
C 1.515 3.944 -2.089 -0.2 -0.7 -1.1 -0.372
S 0.662 3.392 -3.664 0.7 0.6 1.1 0.739
O 1.622 2.471 -4.355 -0.4 0.6 0.1 -0.658
C 0.709 5.080 -4.374 -0.1 0.0 -0.6 -1.133
H 0.868 4.663 -1.585 0.2 -0.1 0.1 0.332
H 2.482 4.345 -2.394 -0.1 0.3 0.0 0.531
H 1.712 3.054 -1.492 -0.4 0.1 0.1 -0.389
H 0.065 5.763 -3.821 0.1 -0.2 0.5 0.362
H 0.269 5.083 -5.371 0.2 -0.4 -0.1 0.371
H 1.716 5.494 -4.431 0.1 -0.2 0.1 0.332
C 5.535 -2.510 1.480 -0.2 -0.3 0.4 -1.341
S 3.990 -2.033 0.591 2.5 0.4 -2.1 1.133
O 4.354 -0.720 -0.124 -0.8 -1.1 1.4 -0.802
C 4.324 -3.231 -0.771 -1.0 -0.8 0.0 -1.321
H 5.485 -3.467 1.998 -0.7 -0.2 -0.1 0.413
H 5.713 -1.786 2.275 0.2 0.1 -0.7 0.176
H 6.345 -2.644 0.763 0.0 0.7 0.0 0.462
H 5.229 -3.071 -1.357 0.1 0.7 0.5 0.363
H 3.477 -3.207 -1.457 -0.1 0.3 0.0 0.123
H 4.369 -4.262 -0.421 -0.1 0.0 0.4 0.584
C -1.019 -0.123 -3.957 1.3 0.5 -0.6 0.488
S -1.597 -0.388 -5.729 -0.6 -0.6 2.6 0.422
O -2.908 -1.048 -5.389 0.1 0.0 -1.0 -0.627
C -2.077 1.297 -6.171 -0.6 -0.3 -0.3 -0.841
H -1.764 0.290 -3.277 -0.4 0.3 -0.6 -0.027
H -0.124 0.498 -3.978 0.0 0.4 -0.1 -0.131
H -0.654 -1.026 -3.467 -0.3 -0.6 -0.7 -0.199
H -2.705 1.616 -5.339 0.3 0.6 0.0 0.137
H -2.755 1.170 -7.015 -0.1 -0.4 0.0 0.401
H -1.309 1.958 -6.572 0.3 0.0 0.8 0.325
C -4.290 -0.474 -1.694 -0.4 0.4 -1.3 -1.177
S -3.823 -2.190 -1.278 -1.9 0.3 0.8 1.025
O -4.080 -2.345 0.203 0.6 0.0 -0.9 -0.741
C -5.292 -2.971 -2.087 -0.2 0.3 -0.7 -1.275
H -5.237 -0.105 -1.299 0.3 -0.4 1.1 0.476
H -4.551 -0.362 -2.747 0.5 -0.7 -0.6 0.601
H -3.476 0.240 -1.569 0.0 -0.2 0.7 -0.105
H -6.221 -2.441 -1.881 0.2 0.2 0.6 0.414
H -5.435 -4.020 -1.825 0.5 0.1 0.3 0.371
H -5.222 -2.910 -3.173 0.5 0.0 -0.1 0.378
C 0.194 -6.355 -1.874 -1.8 0.1 0.3 0.186
O -0.197 -7.299 -2.572 0.9 1.8 0.8 -0.603
N -0.232 -5.034 -1.927 -0.6 -2.4 -2.5 0.068
C -1.203 -4.628 -2.968 0.3 -0.6 -0.3 -0.900
C 0.174 -3.974 -1.061 0.6 -0.4 -0.8 -0.098
H 0.757 -6.495 -0.938 0.6 -0.2 -0.2 0.340
H -2.134 -4.306 -2.501 0.3 0.8 0.0 0.191
H -1.561 -5.398 -3.652 0.6 -0.8 0.5 0.344
H -0.701 -3.956 -3.664 -0.4 0.8 0.4 0.269
H -0.770 -3.635 -0.633 0.7 0.5 1.0 -0.022
H 1.032 -4.322 -0.486 -0.7 -0.1 1.1 0.292
H 0.666 -3.194 -1.643 -0.4 0.5 -0.3 -0.135
C 3.231 -2.352 4.700 -1.7 -0.1 -0.2 0.017
O 2.224 -3.025 4.899 1.2 -0.1 0.2 -0.577
N 3.166 -1.130 4.116 2.0 -1.9 0.2 0.238
C 4.431 -0.455 3.886 -0.6 1.7 -0.6 -1.225
C 1.932 -0.724 3.535 -0.4 0.9 0.0 -0.742
H 4.258 -2.655 4.957 -0.1 -0.1 0.2 0.362
H 4.484 0.014 2.903 -0.4 -0.1 -0.3 0.230
H 5.336 -1.063 3.894 -0.4 -0.2 0.9 0.640
H 4.450 0.416 4.541 0.7 -0.1 0.3 0.350
H 1.123 -1.146 4.133 0.0 0.2 -0.1 0.391
H 1.934 0.365 3.545 -0.4 0.1 0.0 0.346
H 1.807 -1.072 2.509 0.1 -0.1 -0.1 0.093
C 5.420 3.109 2.220 -1.7 0.3 -0.1 0.054
O 5.105 3.099 3.395 0.3 -0.4 -0.1 -0.538
N 4.533 2.780 1.207 0.1 0.6 0.7 0.385
C 4.865 2.866 -0.158 0.5 0.1 -2.1 -0.585
C 3.269 2.105 1.468 0.5 -0.8 0.9 -0.677
H 6.410 3.475 1.908 -0.1 -0.2 -0.4 0.311
H 4.738 1.913 -0.673 0.7 -0.5 0.2 0.196
H 5.824 3.340 -0.363 0.4 -0.5 0.4 0.394
H 4.239 3.465 -0.820 -0.9 0.7 0.7 0.046
H 3.429 1.053 1.229 0.0 -0.3 0.0 -0.106
H 3.069 2.168 2.538 -0.2 0.2 -0.2 0.357
H 2.400 2.378 0.870 0.3 0.9 0.1 0.331
C -0.298 -4.266 3.469 0.2 0.0 -2.3 -0.017
O 0.036 -3.317 2.711 -1.1 -2.0 1.9 -0.532
N -1.355 -5.126 3.249 0.7 1.0 0.9 0.325
C -1.539 -6.332 4.119 0.1 0.5 -1.4 -0.895
C -2.280 -4.856 2.149 0.7 0.4 -0.7 -0.499
H 0.324 -4.665 4.285 0.1 0.7 0.1 0.235
H -0.904 -6.396 5.002 -0.1 0.9 0.0 0.305
H -1.207 -7.193 3.539 -0.5 -0.3 -0.1 0.343
H -2.597 -6.389 4.373 0.2 -0.3 0.1 0.285
H -2.012 -5.393 1.239 -0.3 -1.2 0.2 0.306
H -3.335 -4.927 2.415 0.2 -0.2 0.0 0.372
H -2.092 -3.883 1.697 -0.1 0.6 1.0 -0.267
C -0.607 5.663 4.084 0.8 -0.8 1.3 0.145
O 0.535 5.773 4.481 0.3 0.5 -0.1 -0.587
N -0.995 5.555 2.820 -1.5 -0.3 -1.4 0.181
C -2.430 5.236 2.586 0.4 1.0 -0.6 -0.670
C -0.053 5.709 1.679 -1.2 0.0 0.7 -0.847
H -1.417 5.504 4.812 -0.2 0.2 -0.1 0.284
H -2.888 5.949 1.900 0.2 0.4 -0.2 0.319
H -3.016 5.360 3.496 0.3 -0.3 0.1 0.379
H -2.646 4.278 2.112 0.5 -0.4 0.3 0.008
H -0.193 6.687 1.219 0.0 0.2 0.0 0.340
H 0.969 5.647 2.051 -0.2 -0.3 -0.1 0.305
H -0.343 4.949 0.954 0.6 -0.2 0.0 0.195
C -0.631 1.524 0.925 1.3 1.1 -1.9 -0.293
O -0.157 2.617 0.451 -1.5 -2.8 1.7 -0.492
N -0.210 0.304 0.526 0.7 0.5 -0.1 1.427
C 0.869 0.207 -0.499 -0.2 0.3 1.3 0.801
C -0.908 -0.957 0.815 0.9 -0.1 -0.4 -0.202
H -1.449 1.382 1.648 0.1 0.8 0.0 0.191
H 1.524 -0.639 -0.288 -0.4 -0.4 0.0 -0.415
H 1.541 1.050 -0.340 -0.4 0.2 -0.5 -1.223
H 0.454 0.145 -1.505 0.1 0.1 -0.1 0.171
H -1.505 -1.073 1.720 -0.3 1.0 -0.2 0.028
H -1.465 -1.167 -0.097 -0.3 -0.6 0.3 -0.042
H -0.136 -1.701 1.009 0.0 -0.2 -0.4 0.041
C 2.553 -1.140 -3.930 0.5 0.9 1.0 0.425
O 1.852 -2.006 -4.398 -0.4 -0.5 -0.5 -0.694
N 3.898 -1.140 -3.891 0.8 -1.5 -2.4 0.100
C 4.633 -2.222 -4.616 -1.0 0.4 0.2 -1.021
C 4.754 -0.294 -3.127 0.2 0.6 1.1 -0.717
H 2.148 -0.248 -3.427 -0.2 0.1 0.1 0.233
H 5.490 -1.826 -5.160 0.4 0.1 0.8 0.387
H 4.080 -2.699 -5.426 -0.7 0.2 0.4 0.275
H 4.817 -2.959 -3.835 0.8 -0.3 -0.4 0.317
H 5.192 0.583 -3.603 -0.5 0.2 -0.6 0.332
H 4.243 -0.018 -2.205 0.2 0.2 -0.1 -0.007
H 5.645 -0.849 -2.833 -0.2 -0.3 0.2 0.363
C -5.947 1.456 3.011 -4.5 -0.8 0.5 0.258
O -7.154 1.388 3.375 2.1 0.5 -0.8 -0.702
N -4.960 1.104 3.803 3.8 0.7 0.3 0.139
C -5.072 0.712 5.195 -0.8 -1.0 -0.4 -0.995
C -3.579 1.147 3.242 -0.5 -0.6 0.0 -0.646
H -5.722 1.676 1.955 0.5 0.1 0.4 0.295
H -4.727 1.419 5.949 -0.2 0.5 -0.4 0.281
H -4.492 -0.195 5.366 0.2 -0.1 -0.2 0.346
H -6.116 0.422 5.316 0.0 0.3 0.4 0.384
H -3.524 1.805 2.375 -0.1 0.0 0.2 -0.376
H -2.796 1.388 3.960 -0.4 0.4 0.4 0.328
H -3.316 0.145 2.901 0.0 -0.2 -0.2 0.535

=====

108
Properties=species:S:1:pos:R:3:forces:R:3:lowdin_spin:R:1 method="wB97M-V/def2-TZVPD" max_force_ev_per_a=3.86 e_homo_ev="-10.231 / -10.561" s2=0.75 multiplicity=2 orbital_gap_ev="7.998 / 8.328" total_charge=+1
C -2.374 -0.032 6.053 0.5 0.2 -0.7 0.000
C -0.903 -0.225 5.594 -0.4 0.4 0.9 0.000
O -0.720 -1.431 4.873 0.0 0.4 -0.4 0.000
C -0.987 -1.227 3.467 0.6 0.3 1.8 0.000
C 0.403 -1.001 2.847 -0.4 -0.9 -1.7 0.000
O 0.910 -2.327 2.919 0.6 0.6 -0.2 0.000
C 2.224 -2.551 2.459 0.6 -1.3 1.2 0.000
C 3.032 -2.882 3.768 -0.3 0.9 0.6 0.000
C 2.467 -2.295 5.076 0.7 -0.7 0.2 0.000
O 2.569 -0.852 5.188 0.8 -0.3 -0.1 0.000
C 3.173 -0.520 6.395 0.6 0.4 -3.2 0.000
O 2.612 -0.612 7.393 -1.4 -0.2 3.6 0.000
P 2.060 -4.233 1.519 -1.4 -0.2 -2.3 0.000
N 3.372 -5.262 1.862 -0.4 0.5 0.6 0.000
O 0.764 -4.944 2.287 1.5 0.4 0.5 0.000
C 2.821 -1.336 1.587 1.3 -1.8 2.1 0.000
O 3.282 -0.462 2.590 -0.7 0.1 -0.9 0.000
B 4.531 0.052 2.834 1.1 1.3 -0.4 0.000
O 5.524 -0.544 3.578 -0.9 0.0 0.8 0.000
O 4.847 1.307 2.336 -1.0 0.1 0.1 0.000
P 4.230 -2.146 0.588 0.0 -1.6 -1.9 0.000
N 5.292 -2.896 1.701 0.3 1.2 -0.6 0.000
O 5.148 -0.898 -0.044 -0.5 0.1 1.1 0.000
N 1.754 -0.666 0.693 0.9 0.9 -0.1 0.000
C 2.192 0.772 0.687 0.7 1.1 -0.2 0.000
C 1.677 -1.038 -0.800 -0.6 -0.6 -1.9 0.000
C 1.446 -2.487 -1.243 -0.5 -0.5 0.5 0.000
C 2.672 -0.362 -1.803 1.1 -0.3 -0.8 0.000
C 3.418 -1.302 -2.799 -0.3 0.6 0.3 0.000
C 0.337 -0.708 1.279 -2.4 0.3 2.7 0.000
O -0.461 -1.783 0.897 0.7 0.0 -0.7 0.000
C -1.469 -1.687 -0.088 -1.5 -0.9 -1.6 0.000
C -2.891 -1.544 0.469 1.1 -0.2 1.0 0.000
B -0.494 0.687 1.160 0.2 1.2 -1.0 0.000
O -0.723 1.526 2.232 1.0 -0.3 -0.1 0.000
O -0.905 1.178 -0.053 0.8 0.0 0.4 0.000
C -0.704 2.604 -0.155 -0.6 0.7 -0.8 0.000
H -2.930 -0.911 5.728 -0.1 0.0 0.4 0.000
H -2.838 0.839 5.586 0.0 0.0 0.0 0.000
H -2.401 0.111 7.130 -0.3 -0.2 0.0 0.000
H -0.547 0.644 5.028 0.0 -0.1 -0.2 0.000
H -0.296 -0.234 6.499 0.3 -0.4 -0.2 0.000
H -1.662 -0.375 3.417 -0.1 -0.2 -0.6 0.000
H -1.416 -2.166 3.142 0.0 0.1 -0.5 0.000
H 0.962 -0.248 3.410 0.2 -0.3 0.1 0.000
H 4.102 -2.698 3.752 -0.1 0.0 -0.5 0.000
H 2.937 -3.956 3.966 0.1 0.0 -0.2 0.000
H 3.113 -2.719 5.856 0.0 0.0 -0.1 0.000
H 1.481 -2.682 5.314 -0.4 0.6 -0.3 0.000
H 4.202 -0.140 6.288 0.0 0.1 -0.1 0.000
H 3.238 -5.936 2.607 0.3 0.0 0.0 0.000
H 3.669 -5.711 1.008 -0.1 -0.2 0.1 0.000
H 1.064 -5.199 3.176 -0.6 -0.1 0.1 0.000
H 5.113 -0.866 4.396 0.4 -0.6 -0.3 0.000
H 4.923 1.944 3.059 0.6 0.0 -0.3 0.000
H 6.086 -2.283 1.896 -0.2 0.0 0.6 0.000
H 5.675 -3.718 1.244 -0.4 -0.2 0.2 0.000
H 5.979 -1.301 -0.338 0.0 0.3 -0.1 0.000
H 1.754 1.358 -0.118 -0.5 -0.4 0.0 0.000
H 3.262 0.839 0.511 0.0 -0.3 0.0 0.000
H 2.069 1.283 1.639 -0.4 -0.4 0.1 0.000
H 0.725 -0.600 -1.097 0.0 0.4 0.6 0.000
H 0.674 -3.026 -0.702 0.1 0.3 0.3 0.000
H 1.032 -2.411 -2.249 0.3 0.1 -0.2 0.000
H 2.308 -3.140 -1.223 0.2 0.2 -0.2 0.000
H 3.486 0.245 -1.413 -0.4 0.0 0.6 0.000
H 2.125 0.304 -2.473 -0.4 0.1 0.4 0.000
H 3.975 -2.076 -2.279 -0.1 -0.2 -0.2 0.000
H 4.124 -0.676 -3.348 0.1 0.0 0.1 0.000
H 2.734 -1.696 -3.544 0.1 -0.4 0.1 0.000
H -1.502 -2.660 -0.591 0.4 -0.1 0.2 0.000
H -1.306 -1.005 -0.925 0.4 0.4 0.5 0.000
H -3.021 -0.619 1.036 -0.3 0.1 -0.3 0.000
H -3.002 -2.362 1.187 -0.2 0.1 0.0 0.000
H -3.634 -1.695 -0.308 0.0 0.3 -0.1 0.000
H 0.104 1.662 2.719 -0.5 -0.1 0.5 0.000
H -0.780 2.882 -1.206 0.0 -0.3 0.0 0.000
H 0.276 2.941 0.191 0.0 -0.3 0.2 0.000
H -1.457 3.191 0.367 -0.1 -0.3 0.2 0.000
C -5.784 4.067 -5.304 -0.2 -0.3 0.1 0.002
C -4.255 4.261 -5.238 -1.9 0.7 -0.6 0.027
C -3.643 3.852 -6.581 0.4 -0.4 -0.1 0.015
C -3.649 2.340 -6.796 0.0 0.0 0.1 0.001
C -2.957 1.631 -5.634 0.2 0.4 -0.4 0.014
C -3.513 2.023 -4.261 -1.2 -1.7 0.5 0.026
N -3.663 3.497 -4.099 2.1 0.0 -1.3 0.357
O -2.497 3.993 -3.839 0.0 0.4 0.8 0.549
C -4.869 1.324 -4.026 -0.3 0.0 -0.2 0.002
C -2.605 1.434 -3.183 0.5 0.4 0.3 -0.001
C -4.087 5.768 -5.038 0.6 0.1 0.3 -0.001
H -6.221 4.774 -6.009 0.2 0.1 0.0 0.000
H -6.095 3.085 -5.651 0.0 0.0 0.1 0.000
H -6.244 4.248 -4.331 0.1 0.0 0.0 0.001
H -2.611 4.212 -6.645 0.0 0.0 0.2 0.003
H -4.185 4.338 -7.395 -0.1 0.1 0.1 0.001
H -4.671 1.970 -6.915 0.0 0.0 0.0 0.000
H -3.132 2.101 -7.728 0.0 0.0 0.0 0.001
H -3.037 0.550 -5.767 -0.1 0.0 0.2 0.001
H -1.888 1.867 -5.677 0.0 0.1 0.1 0.002
H -5.358 1.713 -3.131 0.0 0.1 0.0 0.002
H -4.727 0.252 -3.880 0.2 0.0 0.0 0.000
H -5.560 1.412 -4.861 0.0 0.1 0.0 0.000
H -1.567 1.753 -3.286 -0.1 0.2 0.0 -0.001
H -2.598 0.345 -3.245 -0.2 0.0 -0.2 0.000
H -2.950 1.707 -2.183 0.0 0.0 0.0 0.000
H -4.502 6.082 -4.078 0.0 0.0 0.0 0.000
H -4.613 6.312 -5.822 -0.1 -0.2 0.0 0.000
H -3.045 6.083 -5.079 0.0 -0.1 0.1 -0.001

=====

109
Properties=species:S:1:pos:R:3:forces:R:3:mulliken_charge:R:1 method="wB97M-V/def2-TZVPD" max_force_ev_per_a=4.25 e_homo_ev=-10.835 multiplicity=1 orbital_gap_ev=7.021 total_charge=+1
C 0.773 2.083 2.842 0.3 0.6 -0.3 -1.211
C 0.520 3.400 2.094 -0.2 -0.6 -0.1 -0.415
C -0.059 3.223 0.683 0.5 0.2 0.5 -0.961
C 0.998 3.134 -0.423 -0.6 -0.5 -0.5 0.971
C 0.995 1.793 -1.169 0.4 0.4 0.4 -1.461
C 1.855 0.763 -0.443 -0.5 -0.3 -0.7 -0.606
C 3.290 0.643 -0.954 -0.2 0.3 0.8 -0.931
C 3.957 1.935 -1.382 0.7 0.0 -0.1 -0.563
C 4.561 2.686 -0.172 -0.1 0.3 -0.1 -0.775
P 4.349 4.405 -0.532 -0.1 -0.4 -0.6 0.328
O 4.638 5.422 0.703 -0.3 0.1 -0.5 -0.356
C 5.385 4.913 1.639 2.1 -1.6 3.3 0.586
N 6.012 4.395 2.493 -1.8 1.6 -2.6 -0.349
H 1.835 1.895 2.896 0.4 -0.4 0.0 0.306
H 0.433 2.111 3.861 -0.3 0.1 0.4 0.367
H 0.280 1.275 2.332 -0.2 -0.5 0.0 0.287
H 1.449 3.944 1.991 0.3 0.4 0.2 0.190
H -0.142 4.014 2.678 -0.3 0.3 0.2 0.469
H -0.687 2.344 0.651 -0.3 -0.2 0.1 0.357
H -0.698 4.067 0.487 -0.3 0.3 -0.2 0.348
H 0.801 3.927 -1.135 0.2 0.3 -0.2 0.713
H 1.995 3.264 -0.015 0.2 0.2 0.3 -1.183
H -0.026 1.464 -1.264 -0.4 -0.2 0.0 0.531
H 1.353 1.932 -2.178 0.1 0.0 -0.5 0.397
H 1.813 0.934 0.620 0.1 0.2 0.5 0.248
H 1.393 -0.203 -0.585 -0.1 -0.5 0.1 0.511
H 3.892 0.254 -0.142 0.3 -0.4 0.2 0.159
H 3.372 -0.090 -1.734 -0.1 -0.2 -0.6 0.450
H 3.325 2.578 -1.986 -0.4 0.0 -0.2 0.468
H 4.792 1.679 -2.013 0.3 0.0 -0.4 0.494
H 5.625 2.516 -0.124 0.5 -0.1 0.2 0.642
H 4.132 2.398 0.778 -0.3 0.1 0.3 0.546
H 5.223 4.761 -1.559 0.1 0.1 0.1 0.194
H 3.069 4.674 -1.012 0.0 0.3 0.3 0.226
C -3.202 1.003 4.959 0.0 -0.1 -0.1 -1.013
C -3.709 1.870 3.819 0.0 0.0 0.1 -0.358
O -3.333 1.411 2.534 0.2 0.1 -0.2 -0.470
C -3.789 0.114 2.177 -0.1 -0.2 0.0 -0.394
C -5.300 -0.036 2.175 0.0 0.1 0.1 -0.781
H -2.115 0.920 4.922 0.0 0.0 0.0 0.208
H -3.487 1.438 5.917 0.0 0.0 0.0 0.419
H -3.614 -0.006 4.920 -0.1 0.0 0.0 0.263
H -3.278 2.868 3.908 0.0 0.0 -0.1 0.393
H -4.795 1.991 3.880 0.0 0.0 0.0 0.306
H -3.327 -0.641 2.821 0.0 0.0 0.0 0.263
H -3.412 -0.064 1.170 0.1 0.1 0.0 0.278
H -5.731 0.121 3.165 0.0 -0.1 0.0 0.314
H -5.571 -1.040 1.846 0.0 0.0 0.0 0.249
H -5.755 0.688 1.496 0.0 0.0 0.0 0.314
C -8.385 -2.749 3.099 0.0 -0.1 -0.1 -1.000
C -8.857 -1.848 1.971 -0.1 0.0 0.1 -0.329
O -8.534 -2.326 0.678 0.2 0.1 -0.2 -0.407
C -9.077 -3.584 0.320 -0.1 -0.1 0.0 -0.145
C -10.595 -3.633 0.324 0.0 0.1 0.1 -1.345
H -7.305 -2.899 3.041 0.0 0.0 0.0 0.151
H -8.623 -2.299 4.063 0.0 0.0 0.0 0.419
H -8.860 -3.731 3.066 0.0 0.0 0.0 0.331
H -8.362 -0.880 2.053 0.0 0.0 -0.1 0.293
H -9.933 -1.657 2.051 0.0 -0.1 0.0 0.377
H -8.661 -4.372 0.956 -0.1 0.0 0.0 0.271
H -8.716 -3.776 -0.691 0.1 0.1 0.0 0.357
H -11.009 -3.455 1.318 0.0 -0.1 0.0 0.296
H -10.938 -4.613 -0.008 0.0 0.0 0.0 0.431
H -11.003 -2.876 -0.345 0.0 0.0 0.0 0.321
C 4.005 0.343 -6.713 0.1 0.1 0.1 -1.116
C 3.275 1.397 -5.901 -0.1 -0.1 -0.2 -0.343
O 4.093 2.063 -4.948 0.0 0.1 0.3 -0.288
C 5.208 2.767 -5.470 0.1 0.0 -0.1 -0.333
C 4.844 3.870 -6.448 -0.1 0.0 0.0 -1.157
H 4.453 -0.403 -6.056 0.0 0.0 0.0 0.299
H 3.310 -0.156 -7.386 0.0 0.0 0.0 0.409
H 4.802 0.773 -7.320 0.0 0.0 -0.1 0.269
H 2.484 0.921 -5.320 0.0 0.0 0.1 0.305
H 2.787 2.124 -6.557 0.0 0.0 0.0 0.339
H 5.921 2.070 -5.921 0.0 0.0 0.0 0.348
H 5.707 3.204 -4.602 0.0 0.0 0.1 0.276
H 4.352 3.481 -7.338 0.1 0.0 0.0 0.283
H 5.742 4.398 -6.768 0.0 0.0 0.0 0.398
H 4.166 4.588 -5.982 0.0 0.0 0.0 0.313
C -2.237 -5.255 0.889 -0.1 0.0 -0.1 -1.118
C -3.197 -4.365 1.660 0.0 -0.1 0.0 -0.319
O -3.858 -3.401 0.862 0.1 0.3 0.0 -0.377
C -4.669 -3.900 -0.187 -0.1 -0.1 -0.1 -0.501
C -5.805 -4.785 0.290 0.1 -0.1 0.1 -0.713
H -1.487 -4.651 0.375 0.0 0.0 0.0 0.293
H -1.730 -5.938 1.570 0.0 0.0 0.0 0.406
H -2.750 -5.856 0.138 0.0 0.0 0.0 0.272
H -2.640 -3.792 2.402 0.0 0.1 0.0 0.342
H -3.924 -4.970 2.212 0.0 0.0 0.0 0.315
H -4.057 -4.414 -0.937 0.0 -0.1 0.0 0.317
H -5.085 -3.018 -0.674 0.0 0.1 0.0 0.359
H -5.448 -5.690 0.783 0.0 0.0 -0.1 0.316
H -6.425 -5.087 -0.554 0.0 0.0 0.0 0.439
H -6.425 -4.239 1.000 0.0 0.0 0.0 -0.039
C 6.840 -0.730 1.905 0.0 0.1 -0.1 -0.879
C 6.737 -1.863 0.898 0.0 0.0 0.2 -0.388
O 6.543 -1.430 -0.439 -0.2 0.1 -0.1 -0.437
C 7.560 -0.612 -0.985 0.1 0.0 0.0 0.065
C 8.930 -1.263 -1.026 0.0 -0.1 0.1 -1.324
H 5.946 -0.103 1.868 0.0 0.0 0.0 0.105
H 6.939 -1.132 2.913 0.0 0.0 0.0 0.410
H 7.704 -0.091 1.719 0.0 0.0 0.0 0.272
H 5.867 -2.476 1.132 0.0 0.0 -0.1 0.343
H 7.609 -2.520 0.964 0.0 0.0 0.0 0.380
H 7.607 0.348 -0.451 0.1 0.0 0.0 0.068
H 7.236 -0.390 -2.003 -0.1 0.0 0.0 0.359
H 9.304 -1.497 -0.029 0.0 0.1 0.0 0.304
H 9.649 -0.597 -1.503 0.0 0.0 0.0 0.422
H 8.890 -2.193 -1.593 0.0 0.0 0.0 0.322